Entry from the Open Molecules 2025 dataset: one molecule with the formula C4H8O2 (ωB97M-V/def2-TZVPD).

Geometry as XYZ:
```
14
Properties=species:S:1:pos:R:3:mulliken_charge:R:1
O 0.084 -0.349 -1.334 -0.321
C 0.738 0.971 -0.650 -0.653
C -1.182 -0.408 -0.606 -0.349
C -0.974 -0.121 0.896 -0.270
O 0.340 -0.458 1.267 -0.416
C 1.327 0.336 0.571 -0.351
H 0.608 -1.164 -1.173 0.414
H 1.504 1.260 -1.376 0.202
H -1.592 -1.404 -0.794 0.329
H -1.781 0.368 -1.080 0.263
H -1.635 -0.766 1.487 0.327
H -1.206 0.925 1.123 0.299
H 1.691 1.157 1.207 0.289
H 2.160 -0.387 0.443 0.238
```

## Properties
E in eV: -8368.031
Relative energy (zero: lowest compared OMol25 entry of this formula, charge and spin) in eV: 5.251
E_LUMO in eV: 0.63

=====

Entry from the Open Molecules 2025 dataset: C6H24CuN13O9 as an isolated structure in a non-equilibrium geometry (ωB97M-V/def2-TZVPD).

Geometry as XYZ:
```
53
Properties=species:S:1:pos:R:3:mulliken_charge:R:1
Cu -0.194 -0.021 0.088 2.161
N -0.674 -2.829 1.606 1.015
O -1.153 -3.887 1.331 -0.647
O -1.171 -1.798 1.131 -0.575
O 0.303 -2.779 2.294 -0.777
C 0.157 2.892 -1.174 0.657
O 0.404 1.682 -1.248 -0.670
N -0.223 3.607 -2.177 -0.454
N 0.098 3.524 -0.070 -0.314
H -0.143 3.215 -3.105 0.236
H -0.483 4.579 -2.090 0.138
H 0.349 3.079 0.802 0.087
H -0.202 4.488 -0.048 0.169
C -2.651 2.078 1.173 0.409
O -1.749 1.211 1.112 -0.456
N -2.554 3.276 1.533 -0.299
N -3.867 1.769 1.144 -0.423
H -1.711 3.679 1.916 0.248
H -3.429 3.781 1.553 0.133
H -4.030 0.772 1.134 0.264
H -4.632 2.389 1.371 0.151
C 3.331 -1.711 1.053 0.399
O 2.628 -0.794 0.717 -0.517
N 4.512 -2.053 0.458 -0.530
N 3.023 -2.567 1.913 -0.289
H 4.898 -1.450 -0.254 0.230
H 4.841 -3.003 0.558 0.141
H 3.738 -3.267 2.048 0.167
H 2.015 -2.590 1.978 0.371
C 1.004 -1.895 -2.384 0.436
O 0.747 -1.229 -1.422 -0.284
N 0.707 -1.597 -3.628 -0.403
N 1.767 -2.968 -2.275 -0.435
H 1.169 -2.075 -4.388 0.199
H 0.371 -0.668 -3.837 0.187
H 1.866 -3.582 -3.071 0.149
H 2.230 -3.230 -1.417 0.196
C 1.289 0.716 3.075 0.591
O 0.768 0.535 2.008 -0.452
N 2.125 1.633 3.372 -0.425
N 1.151 -0.173 3.975 -0.359
H 2.552 1.583 4.287 0.155
H 2.201 2.373 2.690 0.214
H 1.611 0.130 4.822 0.106
H 0.807 -1.094 3.743 0.243
C -2.555 -0.627 -2.392 0.492
O -1.845 -0.254 -1.501 -0.594
N -2.545 -0.272 -3.624 -0.352
N -3.600 -1.470 -2.289 -0.480
H -3.366 -0.347 -4.207 0.187
H -1.761 0.337 -3.814 0.220
H -3.945 -1.623 -1.352 0.252
H -4.177 -1.476 -3.118 0.135
```

## Properties
<S²>: 0.75
E in eV: -89042.881
Relative energy (zero: lowest compared OMol25 entry of this formula, charge and spin) in eV: 4.397
2S+1: 2
Net charge: +1
E_LUMO (alpha / beta) in eV: -2.23 / -4.01

=====

Entry from the Open Molecules 2025 dataset: C14H22MoN2OS4SbSe4 as an isolated structure in a non-equilibrium geometry (ωB97M-V/def2-TZVPD).

Geometry as XYZ:
```
49
Properties=species:S:1:pos:R:3:mulliken_charge:R:1
Mo -1.040 -0.930 -0.722 0.240
C -0.732 -2.443 1.876 -0.618
C -0.423 -3.583 0.852 -0.817
N -0.648 -3.116 -0.547 0.531
C 0.465 -3.566 -1.467 -0.729
C 1.717 -2.710 -1.381 -0.575
S 1.316 -0.897 -1.153 -0.155
C 1.906 -0.274 0.458 -0.306
C 1.305 -1.003 1.609 -0.176
N -0.179 -1.141 1.441 0.798
H -1.854 -2.337 1.930 0.306
H -0.350 -2.683 2.853 0.462
H 0.619 -3.927 0.940 0.375
H -1.114 -4.414 1.011 0.282
H -1.470 -3.602 -0.920 -0.037
H 0.733 -4.575 -1.126 0.411
H 0.035 -3.547 -2.476 0.370
H 2.310 -3.104 -0.561 0.357
H 2.323 -2.705 -2.309 0.443
H 2.982 -0.404 0.456 0.594
H 1.634 0.809 0.367 0.077
H 1.752 -2.052 1.641 0.285
H 1.428 -0.414 2.542 -0.456
H -0.697 -0.443 2.055 -0.550
Se -2.689 -4.439 -2.992 -0.646
Sb -3.273 -1.959 -2.725 0.730
Se -3.695 -1.609 -0.294 -0.415
Se -0.885 -0.750 -3.094 -0.332
Se -4.387 -0.308 -4.185 -0.594
S -1.799 1.138 0.079 -0.317
C -1.058 2.363 -1.053 0.379
C -0.396 3.492 -0.463 -0.874
C 0.455 4.244 -1.232 -0.140
C 0.534 4.032 -2.627 -0.528
C -0.330 3.182 -3.227 -0.435
C -1.156 2.319 -2.458 -0.591
H -0.597 3.751 0.569 0.472
H 1.179 4.975 -0.822 0.302
H 1.264 4.548 -3.238 0.370
H -0.409 3.094 -4.324 0.355
H -1.841 1.684 -2.988 0.738
C 1.171 3.961 3.213 -0.831
O 0.145 2.935 3.247 -0.223
C 0.486 1.695 3.711 0.465
S 2.062 1.295 4.080 -0.503
S -0.997 0.847 3.854 -0.419
H 0.629 4.913 3.345 0.220
H 1.702 3.869 2.230 0.239
H 1.866 3.787 4.024 0.464
```

## Properties
<S²>: 2.04
E in eV: -333025.351
Relative energy (zero: lowest compared OMol25 entry of this formula, charge and spin) in eV: 0.000
2S+1: 3
Net charge: -1
E_LUMO (alpha / beta) in eV: 0.66 / 1.25

=====

Entry from the Open Molecules 2025 dataset: an isolated ion of composition C4H6NO2 and charge +1 in a non-equilibrium geometry (ωB97M-V/def2-TZVPD).

Geometry as XYZ:
```
13
Properties=species:S:1:pos:R:3:mulliken_charge:R:1
C 0.712 1.551 0.668 -0.399
C 0.061 0.310 0.739 0.487
C 0.724 2.156 -0.693 0.183
C -0.971 -1.581 -0.295 -0.257
N -0.800 -0.266 0.039 -0.333
O 0.894 1.716 -1.776 -0.294
O 0.100 -2.314 0.282 -0.519
H 1.183 2.121 1.521 0.387
H 0.783 0.014 1.478 0.359
H 0.088 3.178 -0.524 0.287
H -1.925 -2.028 -0.162 0.394
H -0.988 -1.560 -1.369 0.372
H 0.139 -3.298 0.091 0.334
```

## Properties
E in eV: -9817.599
Relative energy (zero: lowest compared OMol25 entry of this formula, charge and spin) in eV: 5.002
Net charge: +1
E_LUMO in eV: -7.86

=====

Entry from the Open Molecules 2025 dataset: one molecule with the formula C4H6O2S in a non-equilibrium geometry (ωB97M-V/def2-TZVPD).

Geometry as XYZ:
```
13
Properties=species:S:1:pos:R:3:mulliken_charge:R:1
S 1.148 0.982 2.018 -0.202
C 0.588 0.372 0.343 -0.422
C -0.688 0.467 -0.298 0.075
O -0.911 0.500 -1.626 -0.387
C -0.958 -0.930 -1.905 -0.197
O -0.022 -1.614 -1.021 -0.359
C -0.196 -0.806 0.117 0.065
H 0.035 0.613 2.750 0.103
H 1.477 0.563 -0.327 0.282
H -1.487 0.898 0.372 0.288
H -2.014 -1.231 -1.685 0.270
H -0.720 -0.917 -2.898 0.305
H -0.662 -1.337 1.126 0.179
```

## Properties
SMILES: S[C@@H]1[C@H]2OCO[C@@H]12
E in eV: -19172.107
Relative energy (zero: lowest compared OMol25 entry of this formula, charge and spin) in eV: 3.199
E_LUMO in eV: 0.83

=====

Entry from the Open Molecules 2025 dataset: a 2-piece molecular cluster, C4H11FP overall in a non-equilibrium geometry (ωB97M-V/def2-TZVPD).

Geometry as XYZ:
```
17
Properties=species:S:1:pos:R:3:mulliken_charge:R:1
C -1.228 1.144 -0.718 -1.106
C -0.532 -0.695 1.548 -1.143
C 1.550 1.003 0.336 -1.191
C 0.411 -1.230 -1.152 -0.579
F 1.224 -2.145 -0.639 -0.207
P 0.024 0.072 0.014 1.165
H -1.272 2.086 -0.166 0.381
H -2.201 0.651 -0.665 0.371
H -0.984 1.348 -1.760 0.382
H -1.502 -1.168 1.389 0.369
H -0.613 0.054 2.334 0.390
H 0.191 -1.456 1.848 0.375
H 2.289 0.339 0.792 0.384
H 1.346 1.831 1.015 0.396
H 1.955 1.391 -0.597 0.388
H -1.284 -2.214 -1.385 0.221
H 0.625 -1.011 -2.192 0.403
```

## Properties
E in eV: -16323.198
Relative energy (zero: lowest compared OMol25 entry of this formula, charge and spin) in eV: 1.081
Net charge: +1
E_LUMO in eV: -4.82

=====

Entry from the Open Molecules 2025 dataset: one molecule with the formula C4H5NO3 in a non-equilibrium geometry (ωB97M-V/def2-TZVPD).

Geometry as XYZ:
```
13
Properties=species:S:1:pos:R:3:mulliken_charge:R:1
O 1.386 1.525 -0.660 -0.595
C 1.504 0.680 0.380 0.208
N 1.148 -0.613 0.287 -0.243
C 0.591 -1.352 -0.891 -0.422
C -0.237 -1.161 0.249 0.225
C -1.294 -0.083 0.285 0.415
O -2.360 -0.211 0.915 -0.548
O -0.892 1.082 -0.379 -0.485
H 2.163 0.878 1.524 0.272
H 1.065 -2.378 -0.934 0.212
H 0.492 -1.025 -1.865 0.294
H -0.092 -2.057 0.973 0.287
H -0.123 1.202 -0.855 0.380
```

## Properties
SMILES: O=CN1C[C@@H]1C(=O)O
E in eV: -11857.475
Relative energy (zero: lowest compared OMol25 entry of this formula, charge and spin) in eV: 4.526
E_LUMO in eV: -0.37

=====

Entry from the Open Molecules 2025 dataset: one molecule with the formula C18H20F3N3O3S (ωB97M-V/def2-TZVPD).

Geometry as XYZ:
```
48
Properties=species:S:1:pos:R:3:mulliken_charge:R:1
C -1.467 1.783 -0.288 -0.793
O -1.247 1.301 -1.587 -0.342
C -2.397 0.694 -2.143 -0.301
C -2.085 0.290 -3.584 -1.058
N -1.064 -0.726 -3.624 -0.098
C -1.330 -2.013 -3.936 0.518
O -2.399 -2.391 -4.362 -0.672
C -0.151 -2.948 -3.692 -0.289
C -0.371 -3.740 -2.407 -0.756
S -1.015 -2.773 -0.991 -0.185
C 0.291 -1.700 -0.610 -0.064
N 0.147 -0.995 0.500 -0.277
C 1.108 -0.146 0.846 0.700
C 0.903 0.613 2.073 0.410
C -0.105 0.217 2.954 -0.467
C -0.343 0.901 4.127 -0.608
C 0.426 2.019 4.449 0.941
O 0.284 2.767 5.566 -0.454
C -0.714 2.419 6.498 -0.831
C 1.431 2.428 3.565 -0.840
C 1.668 1.737 2.401 -0.475
C 2.259 -0.018 0.042 -0.632
C 2.293 -0.798 -1.093 -0.348
C 3.459 -0.762 -2.052 0.830
F 4.238 0.315 -1.873 -0.286
F 3.058 -0.743 -3.329 -0.261
F 4.255 -1.835 -1.913 -0.269
N 1.329 -1.641 -1.439 -0.201
H -0.543 2.259 0.035 0.175
H -1.716 0.967 0.402 0.339
H -2.280 2.520 -0.274 0.429
H -2.677 -0.192 -1.555 0.239
H -3.239 1.402 -2.131 0.479
H -1.746 1.170 -4.138 0.302
H -2.977 -0.128 -4.055 0.475
H -0.184 -0.484 -3.197 0.210
H -0.092 -3.658 -4.518 0.403
H 0.778 -2.385 -3.633 0.046
H 0.553 -4.213 -2.077 0.429
H -1.144 -4.494 -2.552 0.458
H -0.696 -0.649 2.700 0.490
H -1.127 0.559 4.784 0.403
H -0.636 3.154 7.298 0.239
H -0.547 1.419 6.909 0.339
H -1.712 2.470 6.055 0.337
H 2.012 3.299 3.823 0.422
H 2.440 2.090 1.735 0.349
H 3.073 0.639 0.290 0.545
```

## Properties
SMILES: COCCNC(=O)CCSc1nc(-c2ccc(OC)cc2)cc(C(F)(F)F)n1
E in eV: -48592.040
Relative energy (zero: lowest compared OMol25 entry of this formula, charge and spin) in eV: 0.292
E_LUMO in eV: -0.32

=====

Entry from the Open Molecules 2025 dataset: a 10-piece molecular cluster, C51H91F6N7OP overall in a non-equilibrium geometry (ωB97M-V/def2-TZVPD).

Geometry as XYZ:
```
157
Properties=species:S:1:pos:R:3:mulliken_charge:R:1
C 6.588 -1.228 0.533 -1.342
C 6.677 -0.238 1.608 -0.612
C 5.506 0.791 1.545 -0.209
N 5.148 1.476 2.889 0.614
C 4.317 0.564 3.854 -0.320
C 4.228 1.270 5.290 -0.661
C 5.494 1.849 5.814 -0.724
C 6.227 2.737 4.851 -0.696
C 6.427 2.076 3.500 -0.771
C 4.245 2.704 2.444 -0.435
H 6.455 -0.687 -0.404 0.353
H 5.682 -1.811 0.699 0.155
H 7.503 -1.820 0.513 0.462
H 7.634 0.267 1.474 0.340
H 6.646 -0.703 2.593 0.380
H 4.570 0.335 1.222 -0.113
H 5.772 1.509 0.769 0.685
H 4.837 -0.393 3.839 0.414
H 3.388 0.430 3.300 0.029
H 3.831 0.527 5.983 0.449
H 3.515 2.091 5.217 0.309
H 6.158 1.040 6.120 0.320
H 5.392 2.310 6.796 0.355
H 7.193 2.975 5.297 0.398
H 5.713 3.696 4.781 0.322
H 7.133 1.248 3.566 0.514
H 6.870 2.741 2.758 0.390
H 3.463 3.045 3.123 0.207
H 3.660 2.233 1.654 -0.347
H 4.759 3.455 1.846 0.618
C 3.125 -5.738 -4.700 -1.574
C 2.938 -4.673 -3.593 -0.008
C 1.687 -4.872 -2.616 -1.243
N 1.285 -3.676 -1.759 1.678
C -0.089 -4.133 -1.033 -0.412
C 0.187 -5.290 0.049 -0.399
C 1.254 -5.005 0.994 -0.659
C 2.595 -4.550 0.359 -1.081
C 2.360 -3.430 -0.644 0.072
C 1.140 -2.397 -2.607 -1.278
H 3.424 -6.751 -4.433 0.409
H 3.793 -5.421 -5.501 0.380
H 2.210 -5.915 -5.265 0.401
H 2.758 -3.764 -4.167 0.111
H 3.840 -4.657 -2.980 0.194
H 1.714 -5.793 -2.034 0.413
H 0.836 -5.015 -3.282 0.634
H -0.752 -4.547 -1.792 0.086
H -0.352 -3.176 -0.581 -0.321
H 0.381 -6.282 -0.357 0.315
H -0.628 -5.392 0.766 0.405
H 1.267 -5.876 1.649 0.500
H 0.886 -4.279 1.719 0.115
H 3.037 -5.397 -0.166 0.426
H 3.251 -4.283 1.188 0.487
H 3.331 -3.277 -1.116 0.325
H 2.086 -2.514 -0.120 -0.273
H 2.072 -2.103 -3.089 0.199
H 0.696 -1.726 -1.871 0.136
H 0.395 -2.663 -3.357 0.443
C -6.920 1.792 -5.333 -1.399
C -6.798 2.131 -3.810 -0.711
C -5.721 1.505 -3.001 0.293
C -6.051 1.386 -1.566 -1.277
N -4.862 0.939 -0.683 1.455
C -4.854 -0.640 -0.743 -0.501
C -5.896 -1.158 0.258 -1.090
C -5.767 -0.186 1.387 -0.329
C -5.273 1.140 0.772 -0.078
C -3.385 1.568 -0.908 -0.555
C -3.301 3.060 -0.846 -0.704
C -1.907 3.559 -1.316 -0.898
H -7.683 2.414 -5.799 0.399
H -7.168 0.731 -5.382 0.398
H -6.032 1.897 -5.957 0.321
H -7.692 1.854 -3.251 0.389
H -6.693 3.215 -3.769 0.342
H -4.784 2.027 -3.192 0.148
H -5.556 0.464 -3.281 0.049
H -6.782 0.592 -1.417 0.474
H -6.473 2.317 -1.188 0.492
H -3.806 -0.857 -0.533 -0.047
H -5.011 -0.951 -1.776 0.022
H -5.930 -2.240 0.390 0.443
H -6.801 -0.928 -0.303 0.457
H -4.950 -0.579 1.993 0.123
H -6.645 -0.151 2.031 0.507
H -4.415 1.531 1.319 -0.470
H -6.109 1.839 0.818 0.339
H -2.996 1.234 -1.870 -0.235
H -2.636 1.125 -0.252 0.803
H -3.524 3.339 0.184 0.373
H -4.070 3.446 -1.515 0.342
H -1.249 3.414 -0.459 -0.120
H -1.760 4.632 -1.442 0.537
H -1.372 3.073 -2.132 0.142
O 4.481 3.599 -0.763 -0.934
H 3.700 3.148 -0.386 -0.135
P 0.417 0.619 1.159 2.001
F 1.901 1.025 0.703 -0.514
F -0.251 0.673 -0.247 -0.226
F 0.892 -0.892 0.871 -0.491
F -1.041 0.112 1.774 -0.338
F 0.935 0.443 2.720 -0.425
F 0.078 2.183 1.486 -0.613
N -2.173 1.856 3.254 0.266
C -3.016 0.938 3.863 -0.578
C -4.140 1.604 4.387 -0.644
C -4.015 2.964 4.188 -0.653
C -2.832 3.072 3.465 -0.705
H -1.302 1.712 2.765 0.217
H -2.607 -0.052 4.002 0.533
H -4.938 1.159 4.962 0.460
H -4.686 3.714 4.579 0.477
H -2.292 3.987 3.274 0.502
N 2.363 1.824 -2.343 0.852
C 1.766 2.608 -3.322 -0.338
C 2.437 2.426 -4.489 -0.751
C 3.326 1.359 -4.305 -0.639
C 3.357 1.115 -3.001 -0.834
H 1.867 1.644 -1.482 -0.101
H 0.853 3.127 -3.072 0.373
H 2.237 2.865 -5.455 0.400
H 3.881 0.951 -5.136 0.431
H 3.857 0.394 -2.371 0.560
N 2.474 5.180 0.510 0.333
C 1.133 4.874 0.324 0.168
C 0.348 5.923 0.762 -0.668
C 1.239 6.892 1.187 -0.812
C 2.524 6.451 0.989 -0.541
H 3.254 4.556 0.358 -0.060
H 0.913 3.894 -0.074 0.219
H -0.708 6.128 0.658 0.502
H 1.044 7.832 1.681 0.382
H 3.528 6.801 1.181 0.432
N -2.865 -1.452 -4.299 0.150
C -2.787 -0.349 -5.126 -0.702
C -1.802 0.431 -4.766 -1.361
C -1.354 0.003 -3.520 1.400
C -2.046 -1.168 -3.229 -1.588
H -3.439 -2.281 -4.340 1.091
H -3.412 -0.270 -6.003 0.448
H -1.542 1.386 -5.197 0.472
H -0.614 0.336 -2.807 0.295
H -2.037 -1.888 -2.425 -0.470
C -2.371 -3.200 2.802 -0.353
C -3.252 -3.559 1.731 1.156
C -3.779 -4.822 1.757 -1.046
C -3.259 -5.781 2.690 -0.409
C -2.336 -5.423 3.579 -0.450
C -1.786 -4.179 3.636 -0.924
H -2.124 -2.153 2.894 0.461
H -3.682 -2.770 1.132 0.037
H -4.545 -5.078 1.040 0.429
H -3.655 -6.786 2.669 0.445
H -2.048 -6.199 4.274 0.359
H -0.957 -3.934 4.284 0.451
```

## Properties
<S²>: 0.75
E in eV: -92429.695
2S+1: 2
E_LUMO (alpha / beta) in eV: 0.03 / 0.00

=====

Entry from the Open Molecules 2025 dataset: one molecule with the formula C4H5NO3 in a non-equilibrium geometry (ωB97M-V/def2-TZVPD).

Geometry as XYZ:
```
13
Properties=species:S:1:pos:R:3:mulliken_charge:R:1
N 1.478 -0.616 -0.635 -0.790
C 0.544 -0.087 0.421 0.440
C -0.764 -0.724 0.126 -0.996
C -1.732 0.384 0.013 0.519
O -2.878 0.456 -0.208 -0.501
O -1.106 1.556 -0.336 -0.287
C 0.259 1.358 0.087 0.395
O 1.101 2.249 -0.050 -0.556
H 1.495 -1.743 -0.504 0.279
H 2.377 -0.011 -0.048 0.344
H 0.809 -0.150 1.414 0.364
H -0.467 -1.107 -0.880 0.338
H -1.116 -1.565 0.599 0.449
```

## Properties
SMILES: N[C@@H]1CC(=O)OC1=O
E in eV: -11859.487
Relative energy (zero: lowest compared OMol25 entry of this formula, charge and spin) in eV: 2.514
E_LUMO in eV: 0.25